1.
{"formula": "H33O17", "method": "ωB97M-V with the def2-TZVPD basis set", "de_lowest_ev": 3.267, "charge": -1, "multiplicity": 1, "e_lumo_ev": 2.15, "homo_lumo_gap_ev": 8.6, "elements": ["O", "H", "H", "O", "H", "H", "O", "H", "H", "O", "H", "H", "O", "H", "O", "H", "H", "O", "H", "H", "O", "H", "H", "O", "H", "H", "O", "H", "H", "O", "H", "H", "O", "H", "H", "O", "H", "H", "O", "H", "H", "O", "H", "H", "O", "H", "H", "O", "H", "H"], "coordinates": [[-1.672, 2.139, -5.002], [-1.090, 2.627, -4.407], [-2.366, 1.892, -4.381], [1.828, 0.762, -5.906], [2.721, 0.804, -5.566], [1.467, -0.123, -5.890], [2.979, 3.309, 2.797], [2.447, 2.525, 3.002], [3.665, 3.036, 3.426], [-1.292, 1.860, 1.098], [-1.998, 2.372, 0.707], [-1.225, 0.924, 0.801], [-0.389, -0.686, 0.895], [-3.663, 0.757, 3.337], [0.083, 0.555, 3.241], [-0.595, -2.190, -1.549], [0.207, 0.108, 2.358], [-3.613, -0.913, -0.182], [0.214, -1.453, 4.088], [-2.674, -0.811, 0.039], [2.604, 4.260, -3.910], [3.340, 3.717, -3.628], [-0.741, -1.358, 1.486], [0.813, -1.513, 4.837], [-4.028, -0.952, 0.687], [1.540, -0.929, 4.613], [1.917, -2.310, -3.468], [1.781, -2.439, -4.415], [0.992, -2.130, -3.234], [2.259, 1.093, -2.754], [3.073, 0.656, -2.484], [-3.824, -1.507, 3.240], [-3.527, 0.433, 4.219], [-4.074, -0.087, 4.795], [0.841, -0.531, 0.115], [-4.784, -1.592, 3.250], [-5.014, -2.466, 2.931], [-0.316, 1.364, 2.891], [-1.429, -4.822, 1.847], [-0.894, -5.484, 2.296], [-1.861, -4.355, 2.570], [-0.372, -3.059, -1.902], [-0.010, -3.589, -1.189], [2.056, 3.824, -4.563], [1.459, -0.038, -0.557], [1.631, 0.605, -2.159], [1.739, 0.817, -0.228], [3.217, 1.640, 1.018], [3.204, 2.361, 0.375], [3.378, 0.897, 0.414]], "forces_ev_per_angstrom": [[-0.141, 0.213, 0.524], [0.346, -0.034, -0.290], [-0.200, -0.231, -0.223], [-0.383, 0.861, -0.787], [-0.107, -0.597, 0.379], [0.415, -0.163, 0.390], [0.123, -0.396, 1.710], [-0.843, 0.179, -0.920], [0.561, 0.838, -0.319], [0.289, 0.403, 0.523], [-0.155, -0.414, -0.362], [-0.010, -0.033, -0.077], [-0.804, -0.240, 0.005], [-1.251, -0.467, -0.068], [0.433, 0.272, -0.767], [0.084, -0.136, 0.557], [-0.196, -0.067, 0.364], [0.058, 0.040, 0.311], [-0.011, 0.489, 0.007], [0.278, -0.021, -0.117], [-0.049, 1.170, 0.156], [-0.326, -0.576, -0.233], [0.116, -0.184, -0.122], [0.224, -0.880, 0.457], [-0.139, 0.012, -0.088], [-0.197, 0.246, -0.172], [-0.554, 0.170, -0.835], [0.561, -0.137, -0.040], [0.272, -0.226, 0.833], [-0.033, -0.133, 0.221], [0.072, -0.048, -0.190], [0.026, -0.046, 0.037], [2.694, 0.884, 1.271], [-1.196, 0.019, -1.044], [0.044, 0.955, -0.334], [-0.338, -0.161, -0.157], [0.137, -0.186, -0.102], [-0.201, 0.057, 0.330], [-0.053, -0.101, 0.124], [0.073, 0.005, -0.065], [0.012, 0.098, -0.052], [-0.300, 0.069, -0.614], [0.023, 0.309, 0.233], [0.301, -0.631, 0.087], [0.345, -0.885, -0.417], [0.264, 0.285, -0.322], [-0.631, -0.019, 0.614], [0.391, -0.677, -1.341], [-0.030, 0.429, 0.494], [0.006, -0.311, 0.433]], "mulliken_charge": [-0.634, 0.311, 0.319, -0.580, 0.298, 0.275, -0.614, 0.296, 0.313, -0.676, 0.245, 0.372, -0.863, 0.334, -0.681, 0.332, 0.479, -0.672, 0.306, 0.297, -0.622, 0.294, 0.026, -0.637, 0.312, 0.316, -0.570, 0.261, 0.322, -0.555, 0.269, 0.365, -0.657, 0.302, 0.368, -0.652, 0.292, 0.238, -0.600, 0.311, 0.293, -0.662, 0.299, 0.321, -0.770, 0.360, 0.330, -0.605, 0.309, 0.285]}

2.
{"formula": "C5H8S", "method": "ωB97M-V with the def2-TZVPD basis set", "de_lowest_ev": 2.983, "multiplicity": 1, "e_lumo_ev": -0.13, "homo_lumo_gap_ev": 8.5, "smiles": "C=CC=C.C=S", "elements": ["C", "C", "C", "C", "C", "S", "H", "H", "H", "H", "H", "H", "H", "H"], "coordinates": [[0.979, -0.903, 0.318], [0.864, 0.503, 0.055], [0.998, -1.394, 1.531], [-2.193, 0.775, -0.616], [0.744, 0.892, -1.195], [-2.648, -0.347, 0.423], [1.147, -1.658, -0.397], [0.596, 1.147, 0.923], [1.245, -2.494, 1.634], [-2.269, 1.763, -0.216], [-1.730, 0.671, -1.500], [0.943, 0.056, -1.941], [0.726, 1.918, -1.452], [0.599, -0.928, 2.431]], "forces_ev_per_angstrom": [[0.576, 0.309, 1.118], [-1.740, 0.112, 0.710], [-0.477, -2.676, 1.830], [-1.305, 0.534, 3.740], [1.506, -1.348, -1.255], [-0.185, -0.803, -0.205], [0.401, -0.081, -1.537], [0.701, -0.327, -0.685], [-0.509, 1.350, 0.070], [-0.019, 0.936, -0.320], [1.213, -0.744, -3.219], [-0.447, 1.614, 0.511], [-0.364, 0.748, -0.613], [0.649, 0.377, -0.145]], "mulliken_charge": [-0.088, 0.162, -0.781, -0.441, -0.935, -0.184, 0.252, 0.285, 0.215, 0.272, 0.352, 0.225, 0.395, 0.270]}

3.
{"formula": "C6H12O", "method": "ωB97M-V with the def2-TZVPD basis set", "de_lowest_ev": 0.200, "multiplicity": 1, "e_lumo_ev": 0.93, "homo_lumo_gap_ev": 11.0, "smiles": "CC1(O)CCCC1", "elements": ["C", "C", "O", "C", "C", "C", "C", "H", "H", "H", "H", "H", "H", "H", "H", "H", "H", "H", "H"], "coordinates": [[-1.988, 0.751, 0.135], [-0.554, 0.263, 0.261], [-0.309, 0.012, 1.653], [-0.350, -1.055, -0.504], [1.102, -1.378, -0.174], [1.795, 0.010, -0.243], [0.645, 1.058, -0.293], [-2.614, -0.071, 0.501], [-2.272, 0.973, -0.897], [-2.202, 1.625, 0.762], [-0.582, 0.804, 2.134], [-1.078, -1.830, -0.245], [-0.457, -0.848, -1.582], [1.125, -1.760, 0.850], [1.554, -2.130, -0.828], [2.444, 0.088, -1.121], [2.419, 0.162, 0.644], [0.440, 1.359, -1.328], [0.882, 1.965, 0.274]], "forces_ev_per_angstrom": [[-0.011, 0.068, -0.085], [-0.083, -0.106, -0.313], [-0.092, -0.085, 0.101], [-0.035, -0.063, 0.076], [0.013, -0.053, 0.021], [0.083, 0.025, 0.001], [-0.042, 0.032, -0.015], [-0.038, 0.221, -0.106], [0.074, 0.024, 0.084], [0.146, -0.015, -0.169], [0.096, -0.161, -0.050], [0.151, 0.067, 0.147], [-0.070, 0.001, 0.303], [0.166, -0.006, -0.149], [-0.067, 0.175, 0.028], [-0.097, 0.043, 0.135], [-0.065, 0.030, -0.175], [0.011, -0.026, 0.166], [-0.141, -0.169, 0.000]], "mulliken_charge": [-1.694, 1.120, -0.576, -0.841, -0.650, -0.457, -1.007, 0.380, 0.330, 0.446, 0.400, 0.374, 0.299, 0.257, 0.387, 0.338, 0.241, 0.315, 0.340]}